No. 1
ORCA calculation (ωB97M-V with the def2-TZVPD basis set) on the molecule C6H12.

* E_HOMO: -8.77 eV
* SMILES string: C=C(CC)CC
* gap between HOMO and LUMO: 9.799 eV
* spin multiplicity: 1
* ΔE to the lowest compared entry with this formula, charge and spin: 3.228 eV

The geometry in XYZ format:
```
18
Properties=species:S:1:pos:R:3:forces:R:3
C -0.982907 -0.029135 -1.581616 3.3 -0.9 2.2
C -0.132696 0.323908 -0.495264 -2.0 -0.5 -5.3
C -0.514837 0.938240 0.813118 1.0 -1.2 0.4
C -1.878867 0.875855 1.424656 1.5 1.6 2.0
C 1.374396 -0.052015 -0.616310 -0.4 1.9 2.0
C 1.714547 -1.581995 -0.603746 -2.9 1.8 2.1
H -2.056754 -0.156179 -1.549457 -0.1 0.7 0.1
H -0.472000 -0.614829 -2.419839 -0.8 1.0 1.1
H -0.004487 0.175866 1.372209 0.8 -0.2 1.2
H 0.000719 1.863765 1.101462 0.0 0.0 -0.7
H -2.452883 1.714185 1.129953 -1.7 -0.1 -1.1
H -2.174961 -0.138468 1.531474 -1.3 -0.6 -0.6
H -1.708502 1.210954 2.487807 0.0 -0.5 -0.6
H 2.068550 0.549878 -1.204735 -0.8 -0.4 -1.9
H 1.730168 0.621767 0.223289 0.2 -2.0 0.7
H 2.614880 -1.613668 -0.123968 2.6 -0.5 1.4
H 0.977942 -2.161931 0.088383 1.1 0.8 -1.8
H 1.897692 -1.926196 -1.577416 -0.5 -0.9 -1.3
```
Forces are in eV/Å.

No. 2
ORCA calculation (ωB97M-V with the def2-TZVPD basis set) on a cluster of 13 separate species, C26H78O13 in total.

* E_HOMO: -9.56 eV
* gap between HOMO and LUMO: 10.120 eV
* spin multiplicity: 1
* ΔE to the lowest compared entry with this formula, charge and spin: 3.448 eV

The geometry in XYZ format:
```
117
Properties=species:S:1:pos:R:3:forces:R:3
C -0.828117 -0.581535 -0.013489 0.6 1.6 0.4
C -1.016510 -0.160020 1.466962 1.0 -0.5 0.0
O 0.315094 0.002441 2.061698 -1.3 0.9 -0.4
H -0.316552 0.289577 -0.532367 -0.7 -1.0 0.3
H -1.779981 -0.809232 -0.507580 0.3 -0.1 0.0
H -0.122661 -1.425460 -0.044267 -0.5 0.1 -0.1
H -1.569503 -0.974991 1.996631 0.3 1.0 -0.2
H -1.418126 0.850145 1.633312 -0.6 -0.5 -0.4
H 0.653447 -0.870698 2.133834 0.6 -1.4 0.3
C -3.385035 3.838452 -1.562119 -0.9 0.4 -0.2
C -2.481100 2.701459 -1.924388 1.3 1.5 1.0
O -1.197719 3.259846 -2.282608 0.7 -1.0 -0.5
H -3.636340 4.452620 -2.446489 0.4 0.0 0.5
H -2.921108 4.452747 -0.735006 -0.7 -0.6 -1.0
H -4.358413 3.384581 -1.271519 0.6 0.5 0.3
H -2.801066 2.084383 -2.707409 -0.8 -0.8 -1.2
H -2.369170 2.124701 -1.031495 0.2 -0.8 0.6
H -0.649207 2.532520 -2.672224 -0.6 0.8 0.5
C -1.386100 0.210107 5.207889 0.5 0.3 -0.9
C -2.496568 -0.752161 4.801667 0.5 -0.5 2.0
O -3.368516 -1.026059 5.942645 1.5 -2.3 -1.6
H -1.708495 1.255959 5.075619 0.2 -0.3 0.3
H -0.494078 0.045406 4.551139 -0.7 0.2 0.5
H -1.059989 0.030074 6.244656 -0.3 0.0 -0.4
H -2.037926 -1.671540 4.473696 -0.1 -0.7 0.3
H -3.107992 -0.451589 3.998550 -0.6 0.9 -1.1
H -3.682230 -0.196646 6.180717 -1.1 2.3 0.9
C -3.252455 -6.186216 0.284268 1.7 0.5 -1.0
C -3.125596 -5.269104 -0.971036 0.7 0.5 0.7
O -2.680864 -5.910034 -2.162788 -0.1 -0.4 0.0
H -2.234692 -6.558913 0.537201 -0.7 0.1 -0.2
H -3.867522 -7.047524 0.084540 -0.5 -0.2 0.1
H -3.561133 -5.604925 1.143704 -0.4 0.0 0.1
H -2.368076 -4.463750 -0.781198 -0.5 -0.7 -0.1
H -4.042448 -4.730484 -1.172266 -0.5 0.0 0.0
H -3.403851 -6.413141 -2.566555 0.2 0.2 0.3
C 2.953038 -1.028730 -1.549213 0.1 0.5 -0.5
C 4.223506 -1.725278 -1.153083 -0.1 0.6 0.1
O 5.137375 -0.681408 -0.800419 0.4 -0.6 0.1
H 2.227914 -1.787539 -1.755624 -0.6 -0.5 -0.7
H 3.178662 -0.375099 -2.433183 -0.5 -0.6 0.8
H 2.459028 -0.444491 -0.767467 0.6 0.2 0.1
H 4.557627 -2.333541 -1.985539 0.4 0.1 -0.5
H 4.046948 -2.456868 -0.374750 0.0 0.1 0.8
H 6.030383 -1.036338 -0.681633 -0.3 0.0 0.0
C 1.093916 7.115620 0.031659 0.1 -0.5 1.5
C 0.226265 6.237623 -0.861329 -0.1 0.9 1.0
O 0.721129 4.925737 -0.804552 -1.2 -1.4 -1.0
H 0.702593 8.169011 0.039775 0.6 -1.0 0.1
H 2.161829 7.047874 -0.232879 -0.4 0.4 -0.4
H 1.097974 6.651354 1.075464 -0.4 0.9 -1.1
H 0.297538 6.641813 -1.860656 -0.3 0.0 -0.6
H -0.821693 6.353749 -0.463937 0.6 -0.4 -0.6
H 0.106201 4.338506 -1.355879 1.0 1.0 1.0
C -0.321411 -4.054508 -4.622098 1.5 -1.4 1.3
C 0.395763 -3.827759 -3.258654 -1.4 -0.3 -1.1
O -0.518986 -3.156472 -2.397960 0.2 1.1 0.1
H 0.069104 -4.953077 -5.121819 0.2 0.3 0.0
H -0.169619 -3.229998 -5.271949 -0.5 0.9 -0.6
H -1.324328 -4.338676 -4.339663 -0.5 0.5 -0.3
H 1.325253 -3.301840 -3.273493 0.7 0.6 -0.5
H 0.616354 -4.787609 -2.850160 -0.1 -0.7 0.7
H -0.610636 -2.253460 -2.788113 0.0 -0.7 0.7
C 0.979844 1.590156 -5.009433 -0.9 1.1 0.3
C 0.705510 0.154648 -4.675545 -0.6 1.3 0.9
O 0.272906 -0.003582 -3.314776 -0.8 -0.5 -0.3
H 1.936400 1.849066 -4.624074 0.9 0.6 0.2
H 0.234541 2.228593 -4.472566 0.5 -0.4 -0.5
H 0.902692 1.855604 -6.078423 0.2 -0.4 0.4
H 1.526719 -0.455611 -4.911038 1.3 -1.0 -0.1
H -0.092655 -0.126857 -5.306497 -1.2 -0.8 -0.3
H 0.873261 0.318033 -2.633216 0.6 0.2 -0.5
C -4.205721 4.208435 1.890940 -0.7 -0.8 -1.2
C -2.693088 4.278702 2.198680 -0.4 0.5 0.6
O -2.361708 3.780201 3.523354 -0.3 0.5 -1.3
H -4.559180 3.127593 1.869491 0.4 1.2 0.1
H -4.365693 4.607720 0.824342 0.2 -0.5 1.6
H -4.930927 4.764164 2.550281 1.2 -0.4 -0.4
H -2.384950 5.317808 2.021683 0.0 0.2 0.7
H -2.085553 3.793633 1.433635 -0.3 -0.8 -0.1
H -1.415095 3.549852 3.491238 -0.1 0.0 0.0
C 1.571540 -3.015031 3.776003 1.9 0.4 0.6
C 0.298534 -3.613982 3.346558 -0.3 -1.5 -1.0
O -0.247931 -2.949106 2.179324 1.0 -0.8 0.4
H 2.043424 -3.419017 4.706569 -0.7 0.0 -0.7
H 1.334680 -2.000798 3.965250 0.1 1.4 0.4
H 2.375566 -2.998003 3.017685 -0.5 -0.3 0.0
H -0.466841 -3.459216 4.056642 -0.7 0.0 1.2
H 0.455054 -4.734439 3.279469 -0.6 1.0 -0.6
H 0.316732 -3.231974 1.426102 -0.3 0.1 0.1
C 1.374669 -6.526096 0.487615 -1.8 1.0 0.8
C 0.259880 -5.428485 0.483505 0.6 -1.5 -1.7
O 0.874540 -4.207213 0.105495 0.1 0.7 0.0
H 2.100618 -6.267397 1.248802 0.4 0.0 -0.1
H 1.780831 -6.566218 -0.506829 0.4 -0.1 -0.2
H 0.902906 -7.469067 0.759553 0.2 -0.2 -0.1
H -0.272110 -5.333877 1.414805 -0.1 0.0 0.4
H -0.471971 -5.711052 -0.298553 0.3 0.1 0.4
H 0.317038 -3.752306 -0.545826 0.0 -0.1 -0.2
C 4.329125 2.979499 -2.337435 -1.2 -1.6 -0.3
C 3.499195 2.483143 -1.163052 1.3 1.9 0.2
O 2.281108 1.980362 -1.557711 -1.9 -0.5 -0.5
H 4.342195 2.112575 -3.021782 0.8 0.5 -0.1
H 5.277843 3.249790 -1.891072 0.4 0.1 -0.6
H 3.806576 3.798753 -2.857805 0.4 -0.1 0.4
H 3.371126 3.427350 -0.637445 -0.4 -0.1 0.9
H 4.017009 1.749279 -0.553935 0.4 -0.1 0.1
H 1.727487 1.983703 -0.769088 -0.2 0.0 -0.1
C 2.026289 4.106563 2.290874 0.3 -0.1 -0.6
C 1.164843 2.930960 2.004965 -2.5 1.3 -0.5
O 0.240683 2.693055 3.124563 0.9 -0.4 -0.8
H 1.410312 4.958230 2.405639 -0.6 1.1 -0.1
H 2.804690 4.290772 1.533037 -0.5 -0.1 0.2
H 2.469722 3.959588 3.227648 1.1 -0.2 1.4
H 1.715497 2.076308 1.756716 0.8 -1.5 0.0
H 0.519017 3.197996 1.132687 0.5 -0.3 0.3
H 0.011706 1.747547 3.056228 0.2 0.3 0.2
```
Forces are in eV/Å.

No. 3
ORCA calculation (ωB97M-V with the def2-TZVPD basis set) on the molecule C7H17N.

* E_HOMO: -8.41 eV
* SMILES string: CCCN(C)C(C)C
* gap between HOMO and LUMO: 9.458 eV
* spin multiplicity: 1
* ΔE to the lowest compared entry with this formula, charge and spin: 2.680 eV

The geometry in XYZ format:
```
25
Properties=species:S:1:pos:R:3:forces:R:3
C -0.142296 2.537738 2.056478 -2.1 -1.0 -2.5
C -0.076610 1.762062 0.683618 2.0 2.4 -0.9
C 0.293726 0.277422 0.820854 1.2 1.9 1.2
N 0.836222 -0.250414 -0.418228 -0.2 -1.4 0.2
C 1.985223 -1.127606 0.048664 -0.3 1.2 -1.5
C -0.202877 -0.911955 -1.324191 2.7 -2.2 1.9
C -0.788756 -2.282959 -0.790408 -1.2 0.2 -3.1
C -1.262059 0.014349 -1.736565 -0.4 3.2 1.7
H -0.986678 3.239904 1.971756 0.8 0.2 0.4
H -0.403474 1.833226 2.783288 -0.8 -1.2 1.4
H 0.777159 2.899819 2.392078 1.4 1.2 0.1
H -0.965758 2.000069 0.043940 0.5 -0.6 1.0
H 0.790680 2.276760 0.066962 -1.5 -1.1 1.0
H 1.199283 0.222123 1.540147 -1.9 0.5 -0.6
H -0.532770 -0.200501 1.356340 -0.1 -0.7 -0.4
H 1.537475 -2.033628 0.456027 0.7 -0.1 0.7
H 2.595084 -0.448580 0.707680 -0.7 -1.3 -0.3
H 2.692926 -1.395902 -0.755862 -0.6 0.0 -0.1
H 0.411222 -1.324634 -2.106997 0.2 0.7 -1.0
H -0.114583 -3.084663 -0.636489 1.3 -0.2 1.4
H -1.278865 -2.864666 -1.663990 0.1 1.5 0.7
H -1.581986 -2.145893 -0.102732 -0.4 -0.1 1.2
H -1.565137 -0.096284 -2.715220 -0.8 -0.6 -2.1
H -1.109650 1.139239 -1.598093 0.9 -1.6 -0.6
H -2.107498 -0.035023 -1.079058 -0.8 -0.7 0.3
```
Forces are in eV/Å.

No. 4
ORCA calculation (ωB97M-V with the def2-TZVPD basis set) on a cluster of 2 separate species, C5H8N in total.

* net charge: +1
* E_HOMO (alpha / beta): -13.65 / -13.68 eV
* gap between HOMO and LUMO (alpha / beta): 6.751 / 6.787 eV
* spin multiplicity: 1
* ΔE to the lowest compared entry with this formula, charge and spin: 9.473 eV

The geometry in XYZ format:
```
14
Properties=species:S:1:pos:R:3:forces:R:3
C -1.318505 0.375352 0.727166 -0.2 -0.6 -0.6
C -0.117986 0.886826 1.021313 0.5 0.3 0.2
C 1.108757 0.736884 0.397131 -0.5 -0.4 -0.3
C 2.326696 1.372387 0.832008 0.3 0.4 0.4
C -2.214187 -1.926216 -1.427291 -1.9 -1.3 -0.6
N -1.114706 -1.218509 -1.246527 2.0 1.8 1.1
H -0.181710 1.528508 1.908145 -0.2 0.0 0.1
H 1.127123 0.099248 -0.480076 0.0 -0.1 -0.1
H 3.110689 0.622743 0.969024 0.0 -0.2 0.0
H 2.214861 1.977312 1.732210 0.0 -0.1 -0.1
H 2.724325 1.985743 0.014207 -0.1 0.0 -0.1
H -2.134350 -2.523377 -2.358375 -0.1 0.0 0.2
H -2.411004 -2.626764 -0.590954 0.1 0.0 0.0
H -3.120002 -1.290135 -1.497981 0.1 0.0 0.0
```
Forces are in eV/Å.

Strongest force on any atom (eV/A)
5.70, 3.15, 3.97, 2.93